No. 1
{
  "formula": "C2H8BNO2",
  "method": "ωB97M-V/def2-TZVPD",
  "max_force_ev_per_a": 5.530,
  "charge": 0,
  "energy_ha": -311.079151,
  "homo_lumo_gap_ev": [8.499, 8.509],
  "spin_multiplicity": 1,
  "e_above_lowest_kcal_mol": 69.6,
  "symbols": ["O", "O", "N", "C", "C", "B", "H", "H", "H", "H", "H", "H", "H", "H"],
  "xyz": [[2.95100, 0.55317, 0.52653], [1.76244, -1.09602, -0.79779], [0.68370, 1.06113, -0.21149], [-2.17439, -0.33666, -0.28323], [-1.18499, 0.09121, 0.76795], [1.82105, 0.14194, -0.11559], [-0.44459, -0.66638, 1.28073], [0.87622, 1.93597, 0.37222], [-2.08380, 0.42750, -1.19489], [3.49009, -0.30469, 0.39296], [-1.32940, 1.07599, 1.18414], [0.98298, -1.10471, -1.22350], [-3.24852, -0.39052, 0.01642], [-2.10181, -1.38792, -0.71447]],
  "forces_ev_per_angstrom": [[1.60, -3.11, -0.45], [4.42, 0.98, 3.18], [-1.26, -0.26, 1.62], [-0.12, -0.02, -2.46], [3.70, -0.56, -1.10], [-2.10, 0.86, -0.76], [-2.10, 1.68, -0.79], [-0.64, -1.68, -0.83], [-0.34, -1.61, 1.97], [-0.31, 2.18, 0.61], [-0.12, -0.26, 0.54], [-4.28, -0.29, -2.52], [0.77, 0.80, 0.38], [0.80, 1.30, 0.60]],
  "mulliken_charge": [-0.49, -0.55, -0.62, -0.83, -0.18, 0.48, 0.29, 0.22, 0.24, 0.33, 0.26, 0.27, 0.34, 0.25]
}

***

No. 2
{
  "formula": "C2H8BNO3",
  "method": "ωB97M-V/def2-TZVPD",
  "smiles": "CNOB(O)OC",
  "max_force_ev_per_a": 3.891,
  "charge": 0,
  "energy_ha": -386.378866,
  "homo_lumo_gap_ev": 9.945,
  "spin_multiplicity": 1,
  "e_above_lowest_kcal_mol": 41.3,
  "symbols": ["O", "O", "O", "N", "C", "C", "B", "H", "H", "H", "H", "H", "H", "H", "H"],
  "xyz": [[1.15841, 1.75927, 0.16009], [0.76305, 0.48836, -1.77255], [-0.48527, -0.01554, 0.15041], [-1.26264, -0.79372, -0.73656], [0.90591, 2.19788, 1.51786], [-0.58096, -2.06713, -0.74639], [0.46634, 0.78539, -0.46553], [-0.97650, -0.42865, -1.65066], [-0.18519, 2.25010, 1.60452], [-0.32125, -2.24211, 0.34832], [0.37036, -2.00236, -1.32189], [1.28274, 1.44800, 2.14393], [1.40585, 1.18160, -1.86149], [-1.20675, -2.90985, -0.96284], [1.35446, 3.10501, 1.66065]],
  "forces_ev_per_angstrom": [[0.43, 0.71, 0.24], [0.06, 0.53, 0.33], [0.53, 1.83, 0.74], [-0.01, -0.31, -1.29], [-2.33, -2.18, -2.23], [1.47, -0.65, 2.39], [-1.06, -1.59, 0.91], [-0.90, 0.22, 0.11], [0.24, 0.21, 0.46], [-0.04, 0.04, -1.32], [-0.63, -0.49, 0.27], [0.53, -0.87, 1.26], [0.99, 0.49, -1.36], [-0.43, -0.21, -0.82], [1.15, 2.27, 0.30]],
  "mulliken_charge": [-0.49, -0.56, -0.23, -0.42, -0.62, -0.63, 0.67, 0.37, 0.28, 0.24, 0.22, 0.29, 0.32, 0.30, 0.26]
}

***

No. 3
{
  "formula": "C2H8BOP",
  "method": "ωB97M-V/def2-TZVPD",
  "smiles": "CCB(O)P",
  "max_force_ev_per_a": 1.069,
  "charge": 0,
  "energy_ha": -522.467033,
  "homo_lumo_gap_ev": 9.581,
  "spin_multiplicity": 1,
  "symbols": ["P", "O", "C", "C", "B", "H", "H", "H", "H", "H", "H", "H", "H"],
  "xyz": [[1.38380, -1.71235, -0.03070], [-0.03834, -0.48108, 2.04880], [-0.42314, 1.39781, -0.81207], [-1.05995, 0.13364, -0.18753], [0.00029, -0.60757, 0.68314], [2.54075, -1.17104, 0.53576], [1.50351, -1.31846, -1.36699], [-1.46995, -0.50907, -0.96774], [0.59322, 1.19105, -1.15218], [-1.87028, 0.44646, 0.47319], [-0.34056, 2.17162, -0.04999], [0.18157, -1.30919, 2.48203], [-1.00092, 1.76817, -1.65572]],
  "forces_ev_per_angstrom": [[-0.24, -1.04, -0.01], [-0.70, -0.29, -0.03], [0.11, -0.28, 0.13], [0.14, 0.54, 0.12], [0.20, 0.23, -0.02], [0.11, 0.30, -0.04], [0.11, 0.29, -0.08], [0.04, -0.07, -0.03], [-0.03, 0.02, -0.17], [-0.20, -0.10, -0.12], [-0.06, 0.13, -0.09], [0.55, 0.14, 0.30], [-0.03, 0.13, 0.03]],
  "mulliken_charge": [-0.25, -0.52, -1.01, -0.40, 0.36, 0.06, 0.03, 0.29, 0.27, 0.24, 0.30, 0.31, 0.32]
}

***

No. 4
{
  "formula": "C2H8Cl2N3PS",
  "method": "ωB97M-V/def2-TZVPD",
  "max_force_ev_per_a": 4.826,
  "charge": 0,
  "energy_ha": -1905.004579,
  "homo_lumo_gap_ev": [6.548, 6.550],
  "spin_multiplicity": 1,
  "e_above_lowest_kcal_mol": 108.6,
  "symbols": ["Cl", "Cl", "S", "P", "N", "N", "N", "C", "C", "H", "H", "H", "H", "H", "H", "H", "H"],
  "xyz": [[-0.10549, 1.00066, 2.62952], [-1.79395, -2.28166, -0.46376], [-2.74001, 2.56257, -1.75562], [-1.05901, 0.49031, -0.09941], [0.53501, -0.08175, -0.26235], [-1.75613, -0.90311, 0.58976], [-1.04330, 1.50815, 1.18089], [1.47226, 0.55949, -1.12982], [1.11168, -1.44144, 0.06170], [1.68254, 0.09092, -2.12306], [0.40425, -2.05493, 0.65517], [2.38855, 0.49803, -0.50524], [2.03812, -1.16670, 0.70591], [1.36110, 1.72105, -1.31749], [-2.40302, -0.97675, 1.36272], [-1.42263, 2.34968, 1.36374], [1.33003, -1.87452, -0.89266]],
  "forces_ev_per_angstrom": [[-0.68, 0.44, -0.80], [-0.55, 0.55, 0.43], [0.55, -0.66, 0.50], [0.17, -0.12, -1.28], [-1.33, -0.97, -0.20], [0.38, -0.78, -0.52], [2.66, -3.65, 1.69], [1.59, 2.76, -0.24], [-0.22, 2.10, 2.13], [-0.46, 0.06, 0.72], [0.70, 0.50, -0.42], [0.12, 0.26, -0.90], [-1.28, -1.01, -1.19], [-0.42, -2.35, 0.49], [0.00, 0.25, -0.27], [-1.74, 3.31, 0.13], [0.49, -0.69, -0.26]],
  "mulliken_charge": [-0.11, -0.10, -0.19, 0.23, 0.18, -0.38, -0.16, -0.92, -0.99, 0.31, 0.34, 0.32, 0.31, 0.26, 0.27, 0.27, 0.34]
}

***

No. 5
{
  "formula": "C2H8FN2O",
  "method": "ωB97M-V/def2-TZVPD",
  "smiles": "N[C@H]([NH3+])[C@H](O)F",
  "max_force_ev_per_a": 4.358,
  "charge": 1,
  "energy_ha": -365.353466,
  "homo_lumo_gap_ev": 11.380,
  "spin_multiplicity": 1,
  "e_above_lowest_kcal_mol": 0.0,
  "symbols": ["F", "O", "N", "N", "C", "C", "H", "H", "H", "H", "H", "H", "H", "H"],
  "xyz": [[1.28113, -1.04180, -0.82013], [1.61243, 0.83866, 0.45970], [-0.66679, 1.03425, -0.84154], [-1.40508, -1.05411, 0.18722], [1.02113, -0.31014, 0.44193], [-0.47177, 0.10034, 0.33700], [-1.04279, -1.70455, -0.50613], [-0.52142, 0.41178, -1.67546], [-0.59764, 0.62166, 1.31318], [-1.51648, -1.49747, 1.11367], [2.57386, 0.70706, 0.40211], [0.05520, 1.73495, -0.86222], [-1.70331, 1.28911, -0.73274], [1.38154, -1.12974, 1.18340]],
  "forces_ev_per_angstrom": [[-0.20, 1.00, 0.82], [2.90, 2.15, -0.20], [-1.69, -2.52, 0.41], [0.81, 1.87, 0.71], [-1.53, -3.84, -1.38], [0.06, -2.80, 1.88], [0.04, -0.13, 0.35], [-0.39, 0.82, 0.53], [-0.72, 0.00, -0.96], [-0.05, 0.17, -0.95], [0.00, 0.43, 0.19], [0.01, 0.98, 0.13], [1.91, 0.24, -0.76], [-1.13, 1.63, -0.76]],
  "mulliken_charge": [-0.34, -0.46, -0.29, -0.64, 0.15, -0.30, 0.30, 0.39, 0.41, 0.32, 0.37, 0.35, 0.40, 0.35]
}

***

No. 6
{
  "formula": "C2H8MoNO",
  "method": "ωB97M-V/def2-TZVPD",
  "max_force_ev_per_a": 8.528,
  "charge": 1,
  "energy_ha": -278.767323,
  "homo_lumo_gap_ev": [7.505, 7.628],
  "s2": 2.02,
  "spin_multiplicity": 3,
  "e_above_lowest_kcal_mol": 9.7,
  "symbols": ["Mo", "O", "N", "C", "C", "H", "H", "H", "H", "H", "H", "H", "H"],
  "xyz": [[0.14791, 0.06172, 0.19384], [1.48323, -0.26900, 3.03625], [1.17200, -1.62531, -0.84768], [0.99289, -0.16966, 1.95891], [-1.09664, 1.74258, 0.52269], [-0.53168, 2.56867, 1.00482], [2.18179, -1.44831, -0.91693], [-1.50865, 2.03025, -0.46214], [0.79614, 0.60668, -1.25121], [1.05257, -2.47756, -0.28563], [-1.94263, 1.36650, 1.13097], [0.80953, -1.82324, -1.79514], [-1.20276, -0.82513, -0.16356]],
  "forces_ev_per_angstrom": [[-2.30, 2.13, -1.99], [-2.67, 0.61, -5.73], [0.16, -0.92, -0.21], [3.89, -1.13, 7.51], [0.41, -0.77, -0.34], [-0.50, -0.31, -0.25], [-0.42, -0.19, -0.20], [0.09, 0.17, 0.36], [0.63, 0.28, 0.32], [0.10, 0.16, -0.44], [0.24, 0.38, 0.01], [0.37, 0.08, 0.62], [0.00, -0.50, 0.35]],
  "mulliken_spin": [1.92, 0.19, -0.02, 0.02, -0.04, 0.03, 0.00, 0.00, -0.05, 0.00, 0.01, 0.01, -0.06]
}

***

No. 7
{
  "formula": "C2H8N",
  "method": "ωB97M-V/def2-TZVPD",
  "max_force_ev_per_a": 1.751,
  "charge": 0,
  "energy_ha": -135.580579,
  "homo_lumo_gap_ev": [4.158, 7.550],
  "s2": 0.75,
  "spin_multiplicity": 2,
  "e_above_lowest_kcal_mol": 46.8,
  "symbols": ["N", "C", "C", "H", "H", "H", "H", "H", "H", "H", "H"],
  "xyz": [[1.64057, 0.15463, -0.06678], [-1.31556, -0.81099, 0.06185], [-1.07377, 0.57210, 0.24370], [2.26425, -0.36969, 0.54899], [-0.72714, 1.17869, -0.59945], [1.64161, -0.35533, -0.94861], [-1.23866, -1.34040, -0.89294], [0.61354, 0.13957, 0.31619], [1.98201, 1.09441, -0.20737], [-1.80110, 1.11711, 0.84396], [-1.98576, -1.38011, 0.70046]],
  "forces_ev_per_angstrom": [[1.19, -1.25, -0.28], [-0.35, -1.38, -0.69], [0.36, 0.47, 0.07], [-0.07, 0.26, 0.10], [-0.36, -0.13, -0.23], [-0.13, 0.15, -0.12], [0.32, 0.36, -0.07], [-1.36, 0.86, 0.53], [-0.09, 0.22, 0.09], [0.38, 0.09, 0.27], [0.12, 0.35, 0.32]],
  "mulliken_spin": [0.03, 0.60, 0.29, 0.01, 0.01, 0.03, 0.02, 0.04, -0.05, 0.03, -0.01]
}

***

No. 8
{
  "formula": "C2H8N2",
  "method": "ωB97M-V/def2-TZVPD",
  "smiles": "[H]/N=C/N.C",
  "max_force_ev_per_a": 4.158,
  "charge": 0,
  "energy_ha": -190.455852,
  "homo_lumo_gap_ev": 10.207,
  "spin_multiplicity": 1,
  "e_above_lowest_kcal_mol": 27.0,
  "symbols": ["N", "N", "C", "C", "H", "H", "H", "H", "H", "H", "H", "H"],
  "xyz": [[-1.74055, -0.38187, 0.75766], [-1.35209, 0.11568, -1.39031], [2.00959, -0.36510, 0.50118], [-1.53166, 0.48315, -0.13190], [-0.74367, 0.71019, -1.87409], [-1.19915, -0.88745, -1.79173], [-1.17178, 1.42197, 0.29092], [1.10669, -0.32933, -0.07600], [2.87295, -1.06199, 0.31744], [2.26552, 0.69148, 0.32305], [-2.05698, 0.11817, 1.60337], [1.54112, -0.51491, 1.47040]],
  "forces_ev_per_angstrom": [[-2.12, -0.79, 1.70], [0.74, -2.04, -3.55], [0.17, 0.84, 0.25], [1.38, -0.92, 2.32], [0.69, 1.11, -1.04], [-0.86, 2.29, 2.05], [-0.61, 0.95, -1.37], [-0.19, -1.38, -1.27], [-1.37, 0.66, -0.24], [0.73, -0.29, 0.77], [0.75, -0.57, -0.13], [0.69, 0.14, 0.49]],
  "mulliken_charge": [-0.62, -0.50, -0.81, 0.01, 0.24, 0.27, 0.34, 0.05, 0.26, 0.26, 0.25, 0.25]
}

***

Copy entry 5 word for word.
{
  "formula": "C2H8FN2O",
  "method": "ωB97M-V/def2-TZVPD",
  "smiles": "N[C@H]([NH3+])[C@H](O)F",
  "max_force_ev_per_a": 4.358,
  "charge": 1,
  "energy_ha": -365.353466,
  "homo_lumo_gap_ev": 11.380,
  "spin_multiplicity": 1,
  "e_above_lowest_kcal_mol": 0.0,
  "symbols": ["F", "O", "N", "N", "C", "C", "H", "H", "H", "H", "H", "H", "H", "H"],
  "xyz": [[1.28113, -1.04180, -0.82013], [1.61243, 0.83866, 0.45970], [-0.66679, 1.03425, -0.84154], [-1.40508, -1.05411, 0.18722], [1.02113, -0.31014, 0.44193], [-0.47177, 0.10034, 0.33700], [-1.04279, -1.70455, -0.50613], [-0.52142, 0.41178, -1.67546], [-0.59764, 0.62166, 1.31318], [-1.51648, -1.49747, 1.11367], [2.57386, 0.70706, 0.40211], [0.05520, 1.73495, -0.86222], [-1.70331, 1.28911, -0.73274], [1.38154, -1.12974, 1.18340]],
  "forces_ev_per_angstrom": [[-0.20, 1.00, 0.82], [2.90, 2.15, -0.20], [-1.69, -2.52, 0.41], [0.81, 1.87, 0.71], [-1.53, -3.84, -1.38], [0.06, -2.80, 1.88], [0.04, -0.13, 0.35], [-0.39, 0.82, 0.53], [-0.72, 0.00, -0.96], [-0.05, 0.17, -0.95], [0.00, 0.43, 0.19], [0.01, 0.98, 0.13], [1.91, 0.24, -0.76], [-1.13, 1.63, -0.76]],
  "mulliken_charge": [-0.34, -0.46, -0.29, -0.64, 0.15, -0.30, 0.30, 0.39, 0.41, 0.32, 0.37, 0.35, 0.40, 0.35]
}